1.
{
  "formula": "C32H60O30",
  "method": "wB97M-V/def2-TZVPD",
  "fmax_ev_per_a": 10.21,
  "e_homo_ha": -0.3649,
  "lumo_ha": 0.0078,
  "spin_multiplicity": 1,
  "gap_ev": 10.141,
  "symbols": ["C", "C", "C", "O", "C", "O", "O", "H", "H", "H", "H", "H", "H", "C", "C", "C", "O", "C", "O", "O", "H", "H", "H", "H", "H", "H", "C", "O", "C", "O", "O", "C", "H", "H", "H", "H", "H", "H", "C", "O", "C", "O", "O", "C", "H", "H", "H", "H", "H", "H", "C", "O", "C", "O", "O", "C", "H", "H", "H", "H", "H", "H", "C", "O", "C", "O", "O", "C", "H", "H", "H", "H", "H", "H", "C", "O", "C", "O", "O", "C", "H", "H", "H", "H", "H", "H", "C", "O", "C", "O", "O", "C", "H", "H", "H", "H", "H", "H", "C", "O", "C", "O", "O", "C", "H", "H", "H", "H", "H", "H", "C", "O", "C", "O", "O", "C", "H", "H", "H", "H", "H", "H"],
  "coordinates": [[-8.93, 25.50, -5.66], [-9.00, 25.52, -4.15], [-7.85, 26.16, -3.40], [-8.54, 26.91, -2.47], [-9.90, 26.99, -2.71], [-10.65, 27.73, -2.13], [-10.16, 26.19, -3.73], [-9.76, 24.90, -6.09], [-8.01, 25.09, -6.08], [-8.96, 26.54, -6.04], [-9.12, 24.48, -3.77], [-7.24, 26.87, -4.04], [-7.23, 25.44, -2.85], [-13.16, 24.91, -5.03], [-12.96, 23.36, -4.80], [-12.65, 22.53, -6.01], [-11.28, 22.17, -5.76], [-10.99, 22.50, -4.52], [-9.94, 22.19, -4.03], [-11.94, 23.12, -3.86], [-12.22, 25.31, -5.37], [-13.52, 25.46, -4.13], [-13.88, 25.00, -5.82], [-13.91, 23.01, -4.34], [-12.88, 23.00, -6.95], [-13.22, 21.56, -5.97], [-10.08, 19.80, -10.37], [-11.14, 19.27, -11.09], [-12.19, 18.82, -10.54], [-12.41, 18.94, -9.19], [-13.01, 18.13, -11.32], [-14.07, 17.45, -10.86], [-10.39, 20.43, -9.54], [-9.35, 20.42, -10.89], [-9.57, 19.00, -9.93], [-13.89, 16.39, -10.98], [-14.94, 17.78, -11.32], [-14.24, 17.61, -9.78], [-5.00, 26.10, -6.29], [-5.48, 25.28, -7.28], [-5.15, 25.57, -8.55], [-4.40, 26.74, -9.02], [-5.60, 24.70, -9.45], [-5.30, 24.83, -10.87], [-5.28, 25.73, -5.30], [-5.38, 27.10, -6.42], [-3.90, 26.09, -6.29], [-5.73, 25.72, -11.31], [-5.79, 24.04, -11.43], [-4.20, 24.89, -11.06], [-11.70, 21.66, -13.33], [-13.00, 21.26, -12.90], [-13.54, 20.28, -13.50], [-12.93, 19.52, -14.57], [-14.89, 20.00, -13.22], [-15.59, 19.11, -13.99], [-11.38, 22.46, -12.73], [-11.77, 21.99, -14.36], [-11.11, 20.82, -13.30], [-15.08, 18.19, -13.81], [-15.48, 19.31, -15.07], [-16.63, 19.01, -13.75], [-8.10, 23.49, -13.02], [-7.09, 22.61, -13.21], [-7.36, 21.34, -13.41], [-8.71, 20.85, -13.18], [-6.39, 20.48, -13.73], [-6.84, 19.24, -14.30], [-7.69, 24.49, -13.01], [-8.63, 23.39, -12.02], [-8.83, 23.44, -13.83], [-5.98, 18.64, -14.74], [-7.47, 19.38, -15.19], [-7.22, 18.56, -13.56], [-16.69, 23.02, -5.40], [-15.68, 22.62, -6.33], [-16.07, 21.86, -7.36], [-17.48, 21.55, -7.62], [-15.16, 21.29, -8.14], [-15.57, 20.60, -9.27], [-16.27, 23.63, -4.59], [-17.11, 22.18, -4.95], [-17.52, 23.47, -6.00], [-16.16, 21.24, -9.96], [-16.26, 19.78, -9.01], [-14.74, 20.19, -9.85], [-8.88, 25.27, -9.38], [-9.76, 24.39, -10.11], [-10.73, 23.82, -9.52], [-10.93, 23.98, -8.12], [-11.56, 23.11, -10.26], [-12.62, 22.36, -9.61], [-8.34, 25.94, -10.09], [-8.17, 24.54, -8.91], [-9.46, 25.82, -8.56], [-13.09, 21.71, -10.32], [-13.42, 23.11, -9.21], [-12.18, 21.70, -8.79], [-4.97, 21.34, -10.32], [-6.34, 21.14, -9.97], [-6.81, 21.63, -8.83], [-5.96, 22.16, -7.86], [-8.15, 21.66, -8.81], [-8.81, 21.80, -7.67], [-4.98, 21.07, -11.33], [-4.20, 20.73, -9.73], [-4.53, 22.37, -10.23], [-8.45, 21.18, -6.87], [-9.90, 21.58, -7.79], [-8.63, 22.83, -7.30], [-10.71, 18.90, -6.68], [-10.18, 19.01, -5.36], [-10.97, 19.32, -4.40], [-12.34, 19.62, -4.49], [-10.27, 19.39, -3.23], [-10.98, 19.72, -2.04], [-11.42, 18.13, -6.96], [-9.87, 18.84, -7.35], [-11.19, 19.84, -6.92], [-10.40, 19.51, -1.24], [-11.91, 19.16, -1.94], [-11.26, 20.79, -2.04]],
  "lowdin_charge": [-0.0128, -0.3223, -0.1252, 0.0408, -0.5231, 0.1528, 0.0971, 0.0699, 0.0775, 0.1014, 0.1470, 0.1415, 0.1428, 0.0165, -0.3026, -0.0979, 0.0568, -0.6279, 0.1360, 0.1307, 0.0657, 0.0983, 0.0642, 0.1427, 0.0926, 0.1353, -0.0295, 0.0671, -0.4637, -0.0384, 0.0281, -0.0787, 0.0691, 0.0855, 0.0969, 0.1125, 0.0726, 0.1045, -0.0819, -0.0094, -0.3512, -0.0998, -0.0458, -0.0234, 0.0943, 0.1005, 0.1118, 0.0880, 0.0676, 0.1171, 0.0001, 0.0314, -0.3869, -0.0749, -0.0459, -0.0929, 0.0758, 0.1098, 0.0499, 0.0756, 0.1095, 0.0933, -0.0799, 0.0096, -0.3676, -0.0889, 0.0061, -0.0389, 0.0928, 0.1128, 0.1071, 0.1149, 0.1065, 0.0891, -0.0169, -0.0223, -0.3503, -0.1020, -0.0092, -0.0682, 0.1004, 0.0736, 0.1134, 0.1149, 0.1100, 0.0738, 0.0138, 0.0029, -0.4591, -0.0801, -0.0010, -0.0154, 0.1072, 0.0933, 0.1194, 0.0597, 0.1356, 0.1071, -0.0310, 0.0048, -0.3945, -0.0207, -0.0114, -0.1147, 0.0599, 0.1290, 0.0923, 0.1069, 0.0844, 0.1045, -0.0280, 0.0474, -0.4443, -0.0537, -0.0055, -0.0268, 0.0952, 0.0831, 0.0684, 0.0563, 0.0964, 0.1015]
}

=====

2.
{
  "formula": "C14H25O11S",
  "method": "wB97M-V/def2-TZVPD",
  "fmax_ev_per_a": 5.23,
  "charge": -1,
  "e_homo_ha": -0.1884,
  "lumo_ha": 0.0882,
  "spin_multiplicity": 1,
  "gap_ev": 7.526,
  "symbols": ["O", "H", "C", "C", "C", "O", "C", "O", "O", "H", "H", "H", "H", "H", "H", "C", "C", "C", "O", "C", "O", "O", "H", "H", "H", "H", "H", "H", "C", "C", "C", "O", "C", "O", "O", "H", "H", "H", "H", "H", "H", "C", "S", "O", "C", "H", "H", "H", "H", "H", "H"],
  "coordinates": [[26.61, -8.12, -8.15], [27.45, -8.21, -7.66], [24.63, -5.07, -8.80], [25.57, -5.51, -9.98], [25.21, -6.87, -10.61], [24.60, -6.51, -11.84], [24.68, -5.15, -12.05], [23.98, -4.54, -12.84], [25.54, -4.67, -11.11], [24.78, -5.68, -7.91], [23.59, -5.10, -9.13], [25.04, -4.06, -8.72], [26.55, -5.46, -9.51], [24.45, -7.36, -10.00], [26.14, -7.37, -10.85], [26.75, -11.36, -9.28], [25.54, -11.23, -8.41], [24.47, -10.40, -8.98], [23.44, -11.20, -8.52], [23.79, -12.44, -8.10], [23.11, -13.42, -7.76], [25.06, -12.55, -8.09], [27.52, -11.53, -8.53], [27.20, -10.49, -9.76], [26.69, -12.28, -9.86], [25.73, -10.70, -7.48], [24.44, -10.34, -10.06], [24.52, -9.43, -8.50], [30.15, -10.64, -5.58], [30.35, -9.30, -4.72], [29.24, -8.41, -4.68], [28.99, -8.23, -3.23], [29.88, -8.92, -2.56], [30.12, -8.89, -1.35], [30.68, -9.69, -3.40], [30.40, -11.56, -5.05], [31.03, -10.47, -6.20], [29.21, -10.88, -6.08], [31.15, -8.66, -5.09], [28.40, -8.87, -5.20], [29.48, -7.47, -5.17], [28.77, -6.11, -7.44], [30.41, -6.51, -8.28], [31.42, -6.83, -7.16], [30.01, -8.20, -8.75], [28.07, -5.86, -8.23], [28.99, -5.11, -7.05], [28.38, -6.85, -6.75], [28.99, -8.58, -8.79], [30.67, -8.86, -8.19], [30.23, -8.37, -9.81]],
  "nbo_charge": [-1.3335, 0.3802, -0.6420, 0.0911, -0.0874, -0.5151, 0.9801, -0.5931, -0.5138, 0.2532, 0.2004, 0.2089, 0.1984, 0.2044, 0.2084, -0.6446, 0.0443, -0.0844, -0.5039, 0.9737, -0.6347, -0.4634, 0.2100, 0.2529, 0.2117, 0.2097, 0.1673, 0.2490, -0.6554, 0.0477, -0.1008, -0.4673, 0.9668, -0.6131, -0.4855, 0.2290, 0.2219, 0.2259, 0.2036, 0.2059, 0.2160, -0.7816, 1.1898, -1.0093, -0.8678, 0.2420, 0.2162, 0.2390, 0.2783, 0.2450, 0.2259]
}

=====

3.
{
  "formula": "C10H20N2Si",
  "method": "wB97M-V/def2-TZVPD",
  "fmax_ev_per_a": 4.20,
  "e_homo_ha": -0.2949,
  "lumo_ha": 0.0306,
  "spin_multiplicity": 1,
  "gap_ev": 8.856,
  "symbols": ["C", "C", "C", "C", "C", "C", "C", "C", "C", "C", "N", "N", "Si", "H", "H", "H", "H", "H", "H", "H", "H", "H", "H", "H", "H", "H", "H", "H", "H", "H", "H", "H", "H"],
  "coordinates": [[0.99, -0.31, -2.67], [-0.32, -0.96, -2.12], [-1.52, -0.40, -2.31], [0.62, 1.13, 0.31], [0.05, -2.15, -1.30], [-2.73, -1.21, -1.97], [-1.69, 0.73, -3.29], [2.16, 2.61, 2.54], [2.16, -0.53, 2.45], [-0.39, 0.79, 3.23], [1.39, 0.93, -1.91], [1.06, 0.95, -0.75], [1.13, 1.02, 2.10], [1.84, -1.10, -2.69], [0.99, 0.21, -3.63], [-0.37, -3.02, -1.62], [-0.39, -2.14, -0.38], [1.07, -2.21, -1.02], [-2.93, -1.37, -0.78], [-2.73, -2.27, -2.33], [-3.64, -0.64, -2.13], [-1.71, 0.36, -4.25], [-1.04, 1.64, -3.22], [-2.73, 1.03, -3.05], [1.44, 3.44, 3.06], [2.96, 2.29, 3.38], [2.58, 3.11, 1.66], [1.76, -1.54, 2.10], [3.15, -0.58, 2.18], [2.34, -0.81, 3.42], [-0.31, 1.29, 4.16], [-1.25, 1.21, 2.95], [-0.73, -0.18, 3.40]],
  "nbo_charge": [-0.2709, -0.0054, 0.0093, -0.2344, -0.6583, -0.6584, -0.6407, -1.0947, -1.1194, -1.0843, -0.3180, 0.0048, 1.5183, 0.1920, 0.2175, 0.2200, 0.2215, 0.2160, 0.2154, 0.2256, 0.2214, 0.2146, 0.2337, 0.2058, 0.2435, 0.2458, 0.2465, 0.2395, 0.2382, 0.2431, 0.2372, 0.2386, 0.2363]
}

=====

4.
{
  "formula": "C14H11F5N2O",
  "method": "wB97M-V/def2-TZVPD",
  "fmax_ev_per_a": 4.84,
  "e_homo_ha": -0.3243,
  "lumo_ha": 0.0157,
  "spin_multiplicity": 1,
  "gap_ev": 9.253,
  "symbols": ["O", "F", "F", "F", "F", "F", "C", "C", "C", "C", "C", "C", "C", "C", "C", "N", "N", "C", "C", "C", "C", "C", "H", "H", "H", "H", "H", "H", "H", "H", "H", "H", "H"],
  "coordinates": [[2.92, 3.93, 0.96], [2.43, -3.39, 1.57], [0.23, -1.71, 0.95], [0.37, 1.58, 3.40], [-1.36, 0.47, 2.30], [-1.08, 2.66, 2.27], [2.42, 2.86, 1.15], [-1.54, 1.25, -0.38], [-0.27, 0.94, -0.09], [3.89, -1.53, 1.70], [4.07, -0.19, 1.90], [2.57, -2.01, 1.54], [1.43, -1.20, 1.29], [2.90, 0.63, 1.78], [1.61, 0.19, 1.40], [3.07, 1.97, 1.79], [1.13, 2.59, 0.77], [-3.14, -0.29, -1.62], [-1.84, -0.40, -2.38], [-2.20, 0.93, -1.66], [-0.36, 1.44, 2.31], [0.50, 1.27, 1.09], [-2.07, 2.05, 0.21], [0.26, 0.24, -0.73], [4.72, -2.20, 1.62], [5.15, 0.26, 2.02], [3.78, 2.35, 2.32], [0.51, 3.35, 0.49], [-4.12, -0.24, -2.03], [-3.11, -0.74, -0.60], [-2.02, -0.29, -3.39], [-1.03, -1.05, -2.04], [-2.39, 1.76, -2.44]],
  "nbo_charge": [-0.6315, -0.3257, -0.3003, -0.2982, -0.3170, -0.3577, 0.7775, -0.1439, -0.1999, -0.2297, -0.2376, 0.2823, 0.4201, 0.1929, -0.1420, -0.6081, -0.6133, -0.4027, -0.4165, -0.2699, 0.9811, -0.0254, 0.2157, 0.2138, 0.2436, 0.2415, 0.4174, 0.4369, 0.2186, 0.2146, 0.2110, 0.2198, 0.2326]
}

=====

Question: Which formula does entry 4 have?
Answer: C14H11F5N2O